16
Properties=species:S:1:pos:R:3:forces:R:3 method="wB97M-V/def2-TZVPD" spin_multiplicity=1 total_charge=-1 de_lowest_kcal_mol=60.0 max_force_ev_per_a=6.2 orbital_gap_ev=4.920
C -3.229 0.054 -2.277 -3.496 1.789 0.777
S -3.340 1.429 -1.055 -0.303 -0.139 -0.095
H -4.153 -0.466 -2.574 -0.264 -0.153 0.926
H -2.993 0.420 -3.197 1.457 1.284 -2.621
H -2.544 -0.587 -1.937 2.625 -2.790 1.023
C 4.405 -1.186 1.325 1.243 -2.598 1.848
C 2.974 -1.368 1.753 1.580 4.360 4.044
C 2.113 -0.097 1.415 0.371 0.340 -0.936
H 4.343 -1.211 0.320 0.466 1.004 -3.768
H 5.055 -2.185 1.463 -1.232 2.243 0.525
H 4.825 -0.294 1.770 0.518 -0.005 -0.180
H 3.167 -1.476 2.849 -1.522 -0.726 -0.598
H 2.613 -2.103 1.194 -1.842 -3.782 -1.354
H 1.285 -0.397 0.782 0.215 -0.263 -0.845
H 1.441 0.465 2.116 1.637 -0.353 0.350
H 2.826 0.552 0.801 -1.453 -0.213 0.904